A molecular structure, C41H44N3P2PmS4Si, computed with wB97M-V/def2-TZVPD.

Computed properties:
Kohn-Sham gap (spin up / spin down): 6.962 / 7.082 eV
E_LUMO (spin up / spin down): -0.05 / 0.07 eV

Structure (ORCA input):
```
! RIJCOSX wB97M-V def2-TZVPD def2/J DEFGRID3
* xyz 0 5
Pm -0.229 -0.421 0.509
S -1.310 -2.688 1.702
S 0.981 -1.983 -1.506
S -1.168 -3.896 0.048
S 0.790 -3.797 -0.567
P 0.870 2.454 -0.018
P 2.654 0.121 -0.034
Si -3.491 0.980 0.411
N -1.879 1.199 0.982
N -0.629 0.434 2.742
N 3.688 2.750 0.282
C 3.509 -1.369 0.614
C 7.116 3.962 0.952
C -3.204 -0.064 -1.189
C 4.806 3.588 0.304
C -2.031 1.976 4.556
C -4.490 -0.171 1.571
C -1.086 1.049 4.999
C 3.182 -3.289 2.047
C 4.112 0.016 -2.474
C 4.230 0.083 -3.851
C 2.700 -2.138 1.456
C 4.819 4.864 -0.271
C 4.834 -1.751 0.429
C 5.989 3.165 0.927
C 4.500 -3.664 1.848
C 7.108 5.221 0.380
C 1.797 0.609 -2.648
C -2.003 3.790 -2.512
C 0.305 4.707 3.388
C 1.927 0.711 -4.021
C 1.578 2.381 2.612
C -0.148 3.632 -0.975
C 0.580 -0.773 4.413
C 5.323 -2.886 1.050
C 2.890 0.252 -1.855
C -0.408 0.300 4.059
C -1.843 5.164 -2.570
C 0.868 3.128 1.674
C -1.621 1.253 2.302
C 0.029 5.010 -1.066
C -4.482 2.560 0.006
C -2.310 2.075 3.220
C 2.557 3.132 -0.526
C 0.207 4.281 2.074
C -1.166 3.034 -1.712
C 1.672 2.811 3.921
C 3.981 1.343 0.461
C -0.821 5.767 -1.852
C 3.141 0.430 -4.629
C 5.945 5.663 -0.222
C 1.043 3.982 4.308
H -1.302 1.958 -1.631
H 4.981 -0.238 -1.888
H -0.681 6.835 -1.914
H -4.734 3.112 0.906
H -4.059 -0.709 -1.364
H 5.494 -1.171 -0.196
H 0.225 -1.705 3.962
H 1.656 -1.820 1.641
H 4.892 1.072 -0.099
H -0.898 0.930 6.054
H 6.048 2.204 1.410
H 8.012 3.586 1.424
H -5.445 -0.445 1.133
H 3.233 0.474 -5.704
H 3.959 5.259 -0.786
H 0.823 0.789 -2.189
H -4.685 0.272 2.544
H -2.322 -0.733 -1.080
H 4.884 -4.558 2.314
H 4.180 1.139 1.527
H -3.070 0.530 -2.088
H 2.229 2.234 4.644
H 6.352 -3.171 0.900
H 1.125 4.324 5.330
H -2.777 3.309 -3.092
H -2.514 5.765 -3.168
H 2.444 4.214 -0.443
H 0.657 -0.905 5.490
H -0.397 4.833 1.370
H 2.529 -3.897 2.654
H 2.696 2.877 -1.592
H 5.910 6.641 -0.678
H 1.075 0.997 -4.620
H -3.930 -1.090 1.741
H -5.411 2.305 -0.491
H -2.556 2.600 5.267
H -3.929 3.227 -0.646
H 0.818 5.506 -0.518
H 2.039 1.444 2.308
H -0.202 5.610 3.691
H 7.988 5.842 0.400
H 5.180 -0.147 -4.311
H -3.039 2.768 2.832
H 1.566 -0.549 3.999
*
```



2 unconnected molecules or ions with the total composition C41H45BO4S, computed with wB97M-V/def2-TZVPD.

Computed properties:
Kohn-Sham gap: 3.239 eV
E_LUMO: -2.88 eV

Structure (ORCA input):
```
! RIJCOSX wB97M-V def2-TZVPD def2/J DEFGRID3
* xyz 0 1
S 2.882 4.492 -0.327
O 0.669 -5.263 3.673
O 1.240 1.335 1.461
O 1.717 1.850 -0.814
O -0.887 -5.190 -5.722
C -1.831 4.508 -0.852
C 2.590 3.883 2.156
C -0.911 -4.588 -4.503
C 2.108 3.558 0.910
C -2.453 4.871 0.346
C 4.054 1.522 -0.205
C 2.120 0.322 0.985
C -1.747 -0.071 0.105
C 3.974 5.234 0.801
C -3.106 0.431 0.172
C -2.007 4.312 1.553
C -0.816 -4.628 0.448
C 1.297 -0.928 0.783
C -3.897 0.375 -1.015
C -1.203 -2.470 -0.745
C 3.657 4.855 2.092
C -1.007 -3.216 0.484
C 5.058 6.109 0.320
C -0.748 3.622 -0.850
C 2.801 -0.129 -1.548
C -5.274 0.545 -0.986
C 0.129 -4.698 -3.551
C -5.914 0.784 0.236
C -2.059 -3.025 -3.043
C -2.033 -3.771 -4.207
C -1.025 -2.625 1.769
C 3.148 0.030 2.068
C -0.274 3.131 0.360
C -1.527 -1.096 -0.834
C -0.307 -5.320 1.523
C 0.040 -3.997 -2.354
C -0.100 -4.633 2.745
C 2.694 0.883 -0.410
C -0.921 3.431 1.549
C 0.349 -5.815 -6.128
C -1.065 -3.176 -2.052
C -0.583 -3.312 2.893
C 1.122 -4.520 4.823
C -3.586 5.851 0.324
C -5.157 0.929 1.412
C -3.764 0.780 1.378
B 1.138 2.290 0.414
H -2.852 -3.732 -4.918
H -0.996 0.278 0.797
H -5.663 1.170 2.354
H -0.244 3.359 -1.779
H -2.900 -2.355 -2.852
H -0.527 -2.806 3.860
H 2.624 -0.189 3.009
H 2.204 3.492 3.092
H -2.189 4.942 -1.789
H 3.425 -0.974 -1.236
H -3.384 6.720 0.959
H -5.835 0.487 -1.922
H 1.183 -5.104 -6.091
H -3.151 0.907 2.280
H 1.824 -0.501 -1.877
H -1.367 -1.599 1.887
H 3.730 -0.851 1.768
H 0.006 -6.362 1.448
H 4.045 2.206 0.651
H -3.414 0.175 -1.969
H -2.495 4.576 2.494
H 4.350 2.099 -1.091
H 0.277 -4.117 5.400
H 0.592 -0.805 -0.043
H -4.512 5.385 0.680
H 0.582 -6.692 -5.509
H 3.826 0.871 2.239
H 5.606 6.546 1.154
H 4.796 0.731 -0.032
H 1.920 -1.805 0.578
H -1.088 -5.200 -0.440
H -0.540 3.020 2.488
H -1.745 -0.811 -1.862
H 4.171 5.229 2.970
H 3.278 0.349 -2.412
H 1.666 -5.241 5.437
H 0.853 -4.093 -1.629
H -7.004 0.841 0.271
H 4.636 6.910 -0.296
H 0.998 -5.323 -3.762
H 5.767 5.546 -0.304
H 0.734 -1.123 1.696
H 1.801 -3.710 4.523
H -3.726 6.213 -0.698
H 0.157 -6.125 -7.154
*
```



A molecular structure, C41H45F5Ge2OS4SbSe2Tc, computed with wB97M-V/def2-TZVPD.

Computed properties:
Kohn-Sham gap (spin up / spin down): 6.271 / 6.240 eV
E_LUMO (spin up / spin down): 4.11 / 4.11 eV
relative energy (zero: lowest compared OMol25 entry of this formula, charge and spin): 0.283 eV

Structure (ORCA input):
```
! RIJCOSX wB97M-V def2-TZVPD def2/J DEFGRID3
* xyz -2 3
Sb -1.068 2.829 1.494
Tc -0.312 0.210 -0.220
Se -0.635 1.514 -2.240
Se -2.721 -0.180 -0.387
Ge 1.595 -3.615 0.338
Ge 0.544 -1.917 -1.123
S 4.472 1.483 -1.096
S 3.447 3.271 -3.150
S 1.906 1.045 0.276
S 0.662 3.309 -2.090
F -1.676 -2.933 0.789
F -3.044 -4.873 2.034
F -6.925 -2.228 1.916
F -5.673 -4.533 2.616
F -5.572 -0.288 0.620
O 5.984 2.588 -2.954
C -0.143 -0.536 1.668
C 0.435 5.452 0.844
C -1.968 -4.945 -2.852
C -1.000 4.933 0.769
C 1.929 -1.736 5.918
C -4.993 -3.566 1.984
C 0.062 -0.763 2.853
C 1.362 2.955 3.409
C 4.176 -1.071 -4.200
C 1.030 -1.385 6.919
C -0.539 -0.661 5.241
C -1.468 -2.254 -3.245
C -2.962 -2.735 1.026
C -3.406 1.661 3.104
C -3.654 -3.733 1.682
C -3.142 2.894 2.246
C 2.285 2.683 -1.961
C 0.488 -4.357 1.809
C -0.626 4.203 4.316
C -4.921 -1.415 0.946
C -4.154 2.990 1.109
C 4.382 -1.842 -3.067
C -0.203 -0.851 6.571
C 4.870 2.471 -2.490
C 2.739 1.826 -1.022
C 3.328 -2.105 -2.203
C -0.160 3.003 3.503
C -2.386 -2.912 -4.053
C 2.348 -5.215 -0.610
C -5.627 -2.394 1.613
C 0.362 -1.001 4.222
C 1.602 -1.550 4.587
C -3.569 -1.543 0.621
C -0.762 -2.927 -2.250
C 3.165 -2.850 1.306
C 2.036 -1.637 -2.450
C 2.900 -0.595 -4.470
C -1.039 -4.280 -2.064
C 1.849 -0.885 -3.610
C -2.639 -4.263 -3.858
C -1.969 5.902 1.436
H -1.278 4.828 -0.283
H -3.199 3.795 2.865
H -2.740 1.619 3.969
H 2.771 -5.899 0.130
H -0.903 -0.568 7.350
H 4.111 -3.074 0.809
H -3.006 5.582 1.327
H -1.708 4.203 4.460
H -1.496 -0.231 4.971
H 1.759 3.845 2.913
H -2.167 -5.998 -2.683
H -2.910 -2.372 -4.834
H -0.497 2.087 3.997
H 0.547 6.364 0.247
H 2.724 0.019 -5.346
H -0.338 5.140 3.836
H 1.585 -5.748 -1.179
H 5.002 -0.826 -4.857
H 1.692 2.078 2.852
H 1.125 -4.905 2.507
H -3.353 -4.783 -4.486
H -3.909 3.787 0.403
H 2.301 -1.798 3.799
H 0.014 -3.530 2.340
H -4.189 2.050 0.557
H 3.056 -1.764 1.357
H -1.310 -1.190 -3.390
H -1.754 6.015 2.499
H -3.258 0.751 2.515
H 3.517 -2.689 -1.312
H -4.441 1.659 3.465
H 3.138 -4.919 -1.302
H 1.805 2.903 4.411
H 1.142 4.715 0.460
H -0.525 -4.815 -1.272
H -1.878 6.894 0.973
H 5.374 -2.218 -2.842
H -5.157 3.186 1.509
H 0.708 5.686 1.876
H 0.865 -0.508 -3.850
H 3.214 -3.247 2.322
H 1.293 -1.530 7.960
H 2.896 -2.146 6.185
H -0.293 -5.026 1.445
H -0.161 4.188 5.310
*
```



A molecular structure, C41H45N10OPRbSi, computed with wB97M-V/def2-TZVPD.

Computed properties:
Kohn-Sham gap: 6.284 eV
E_LUMO: 1.99 eV
relative energy (zero: lowest compared OMol25 entry of this formula, charge and spin): 0.718 eV

Structure (ORCA input):
```
! RIJCOSX wB97M-V def2-TZVPD def2/J DEFGRID3
* xyz -1 1
Rb -1.033 0.576 0.431
P -1.257 4.482 -1.429
Si 2.081 0.639 4.400
O -3.371 0.955 2.483
N 4.508 -6.817 -6.246
N -0.637 3.729 1.193
N 1.014 2.915 -1.600
N -3.450 3.134 -0.040
N -2.650 2.155 -1.889
N 0.100 3.215 -3.577
N 0.788 -1.730 0.330
N -2.296 -2.230 0.794
N 0.776 5.153 0.312
N -0.471 -0.677 -2.158
C -2.260 -3.004 -0.277
C 0.423 3.865 1.968
C -1.162 -0.151 -3.192
C -2.454 3.114 -1.012
C 3.345 -5.262 -4.527
C -2.113 -2.740 2.030
C -2.091 -4.372 -0.156
C 0.055 3.488 -2.232
C -3.354 -1.079 3.792
C 1.425 6.062 -0.658
C 2.437 -1.132 5.119
C 1.378 -2.336 -2.078
C -0.358 4.490 0.158
C 2.944 -2.885 -4.051
C -2.087 -1.852 3.278
C 3.993 -6.249 -5.401
C 0.433 -1.558 -2.761
C -3.492 4.041 1.089
C 0.245 -1.594 -4.186
C 2.618 -5.620 -3.396
C 1.720 2.222 -2.578
C 3.049 0.981 2.830
C 3.516 -3.880 -4.828
C 1.123 2.356 -3.760
C 0.318 0.887 3.983
C -0.877 1.177 3.696
C -3.735 1.431 -1.447
C -1.018 3.330 -4.513
C 2.631 -2.859 1.235
C -1.828 -4.964 1.089
C -4.230 2.071 -0.270
C 1.332 4.767 1.468
C 2.362 1.977 5.621
C -4.048 -0.191 2.763
C 2.067 -4.605 -2.637
C 1.579 -2.388 -0.689
C 2.685 -3.110 -0.090
C -0.816 -0.715 -4.446
C 1.462 -2.034 1.428
C -1.871 -4.095 2.172
C 2.192 -3.259 -2.938
H -3.121 3.512 2.009
H -2.789 4.784 0.950
H -1.929 0.504 -2.993
H 2.216 6.647 -0.302
H 2.832 2.062 2.687
H 1.764 5.545 -1.543
H 2.636 0.460 1.974
H -1.211 -0.541 -5.430
H -1.651 2.417 -4.313
H -0.537 3.312 -5.468
H -2.233 -5.041 -1.020
H 1.078 -1.788 2.436
H -4.199 0.553 -1.830
H -2.372 -2.562 -1.259
H 3.055 -1.862 -4.334
H 0.781 -1.964 -5.057
H -4.125 -1.827 4.063
H 0.338 3.378 2.878
H -5.073 1.704 0.282
H 2.676 1.728 -2.291
H 1.270 1.869 -4.700
H 4.101 0.855 2.941
H 3.307 -1.233 5.780
H 0.662 6.807 -0.979
H -4.223 -0.714 1.815
H -4.535 4.159 1.253
H -3.149 -0.400 4.622
H 2.272 2.897 5.093
H 1.611 1.793 6.367
H 1.397 -4.904 -1.833
H -1.698 -6.018 1.288
H -1.806 -4.426 3.127
H -1.547 4.302 -4.542
H 4.019 -3.535 -5.681
H -1.311 -1.113 3.077
H 2.608 -1.775 4.261
H -5.080 0.046 3.198
H 3.290 -3.223 1.971
H 2.498 -6.641 -3.004
H -2.554 1.185 2.968
H 1.548 -1.589 5.545
H 3.523 -3.590 -0.595
H -1.688 -2.439 4.082
H 2.335 5.016 1.909
H 3.371 1.822 5.993
*
```



A molecular structure, C41H46Cl5CrNPSTe, computed with wB97M-V/def2-TZVPD.

Computed properties:
Kohn-Sham gap (spin up / spin down): 5.750 / 6.611 eV
E_LUMO (spin up / spin down): 2.31 / 2.31 eV
relative energy (zero: lowest compared OMol25 entry of this formula, charge and spin): 0.579 eV

Structure (ORCA input):
```
! RIJCOSX wB97M-V def2-TZVPD def2/J DEFGRID3
* xyz -1 5
Te -2.696 -1.220 -1.441
Cr -0.398 0.201 -1.393
Cl -0.785 5.215 -3.290
Cl 3.295 1.090 -1.028
Cl 4.200 3.993 -1.594
Cl 2.179 6.094 -2.682
Cl -1.686 2.310 -2.432
S -4.847 1.197 -2.374
P -0.181 0.637 0.958
N 0.295 -1.000 -2.507
C -5.467 -0.202 -0.346
C -3.705 0.363 3.199
C -0.232 4.944 3.012
C -2.964 -1.930 2.525
C 1.646 -5.380 -1.637
C -6.395 1.447 -1.658
C 3.425 -2.395 -5.862
C 0.554 2.555 3.100
C 1.677 4.468 -2.405
C -0.447 3.469 0.978
C 2.562 3.522 -1.884
C 3.678 -1.795 1.893
C -1.396 0.043 2.261
C -4.433 -0.033 -1.219
C 2.925 -2.099 0.590
C 0.981 -1.941 -3.033
C 3.987 -1.130 -5.941
C -6.576 0.635 -0.587
C 1.462 -1.660 0.686
C 1.856 -4.129 -2.179
C 0.774 -3.330 -2.562
C 2.461 -2.679 -4.916
C -0.721 -5.084 -1.835
C -0.444 3.570 3.652
C 0.387 2.334 1.582
C 0.797 1.805 -1.756
C 3.547 -0.134 -5.081
C -2.747 0.722 2.060
C 2.698 -1.741 3.061
C 0.064 4.805 1.512
C -0.515 -3.828 -2.370
C 2.132 2.240 -1.598
C 1.374 -0.329 1.435
C 2.566 -0.401 -4.154
C 2.021 -1.686 -4.030
C -0.027 2.799 -2.310
C 0.345 4.081 -2.643
C -3.492 -1.081 3.675
C 1.746 -0.545 2.911
C 0.360 -5.874 -1.477
C -1.543 -1.485 2.179
H 4.750 -0.921 -6.676
H 2.202 0.373 -3.496
H 0.440 1.624 3.650
H -0.395 5.625 0.955
H 0.205 -6.871 -1.087
H 2.962 -3.167 0.367
H 1.056 -1.538 -0.327
H 2.129 -2.671 3.089
H -1.125 5.552 3.167
H 0.868 -0.728 3.531
H -3.558 1.047 4.040
H -5.432 -0.928 0.448
H -0.841 -1.958 2.871
H -2.960 -2.989 2.792
H 1.140 4.854 1.333
H 4.192 -0.833 1.822
H 1.563 2.924 3.294
H 4.437 -2.557 2.077
H 2.146 0.309 0.993
H -7.476 0.623 0.006
H 2.864 -3.755 -2.302
H -7.064 2.168 -2.083
H 0.598 5.453 3.508
H 3.404 -1.575 -0.237
H 2.015 -3.664 -4.873
H -3.607 -1.813 1.650
H -0.328 3.637 4.738
H -2.625 1.806 2.018
H -3.167 0.406 1.103
H 3.742 -3.162 -6.558
H 2.242 0.349 3.294
H 3.985 0.853 -5.135
H -1.509 3.368 1.211
H 3.234 -1.662 4.010
H -1.362 -3.231 -2.672
H 0.878 -2.429 1.192
H -2.762 -1.104 4.489
H -1.458 3.220 3.455
H -1.300 -1.832 1.167
H -0.349 3.458 -0.105
H 2.492 -5.982 -1.332
H -4.426 -1.491 4.064
H -1.018 0.332 3.248
H -4.729 0.490 2.845
H 1.379 2.406 1.111
H -1.731 -5.447 -1.705
*
```



Question: What is the formula in the third record?
Answer: C41H45F5Ge2OS4SbSe2Tc



Repeat the fifth record exactly.
A molecular structure, C41H46Cl5CrNPSTe, computed with wB97M-V/def2-TZVPD.

Computed properties:
Kohn-Sham gap (spin up / spin down): 5.750 / 6.611 eV
E_LUMO (spin up / spin down): 2.31 / 2.31 eV
relative energy (zero: lowest compared OMol25 entry of this formula, charge and spin): 0.579 eV

Structure (ORCA input):
```
! RIJCOSX wB97M-V def2-TZVPD def2/J DEFGRID3
* xyz -1 5
Te -2.696 -1.220 -1.441
Cr -0.398 0.201 -1.393
Cl -0.785 5.215 -3.290
Cl 3.295 1.090 -1.028
Cl 4.200 3.993 -1.594
Cl 2.179 6.094 -2.682
Cl -1.686 2.310 -2.432
S -4.847 1.197 -2.374
P -0.181 0.637 0.958
N 0.295 -1.000 -2.507
C -5.467 -0.202 -0.346
C -3.705 0.363 3.199
C -0.232 4.944 3.012
C -2.964 -1.930 2.525
C 1.646 -5.380 -1.637
C -6.395 1.447 -1.658
C 3.425 -2.395 -5.862
C 0.554 2.555 3.100
C 1.677 4.468 -2.405
C -0.447 3.469 0.978
C 2.562 3.522 -1.884
C 3.678 -1.795 1.893
C -1.396 0.043 2.261
C -4.433 -0.033 -1.219
C 2.925 -2.099 0.590
C 0.981 -1.941 -3.033
C 3.987 -1.130 -5.941
C -6.576 0.635 -0.587
C 1.462 -1.660 0.686
C 1.856 -4.129 -2.179
C 0.774 -3.330 -2.562
C 2.461 -2.679 -4.916
C -0.721 -5.084 -1.835
C -0.444 3.570 3.652
C 0.387 2.334 1.582
C 0.797 1.805 -1.756
C 3.547 -0.134 -5.081
C -2.747 0.722 2.060
C 2.698 -1.741 3.061
C 0.064 4.805 1.512
C -0.515 -3.828 -2.370
C 2.132 2.240 -1.598
C 1.374 -0.329 1.435
C 2.566 -0.401 -4.154
C 2.021 -1.686 -4.030
C -0.027 2.799 -2.310
C 0.345 4.081 -2.643
C -3.492 -1.081 3.675
C 1.746 -0.545 2.911
C 0.360 -5.874 -1.477
C -1.543 -1.485 2.179
H 4.750 -0.921 -6.676
H 2.202 0.373 -3.496
H 0.440 1.624 3.650
H -0.395 5.625 0.955
H 0.205 -6.871 -1.087
H 2.962 -3.167 0.367
H 1.056 -1.538 -0.327
H 2.129 -2.671 3.089
H -1.125 5.552 3.167
H 0.868 -0.728 3.531
H -3.558 1.047 4.040
H -5.432 -0.928 0.448
H -0.841 -1.958 2.871
H -2.960 -2.989 2.792
H 1.140 4.854 1.333
H 4.192 -0.833 1.822
H 1.563 2.924 3.294
H 4.437 -2.557 2.077
H 2.146 0.309 0.993
H -7.476 0.623 0.006
H 2.864 -3.755 -2.302
H -7.064 2.168 -2.083
H 0.598 5.453 3.508
H 3.404 -1.575 -0.237
H 2.015 -3.664 -4.873
H -3.607 -1.813 1.650
H -0.328 3.637 4.738
H -2.625 1.806 2.018
H -3.167 0.406 1.103
H 3.742 -3.162 -6.558
H 2.242 0.349 3.294
H 3.985 0.853 -5.135
H -1.509 3.368 1.211
H 3.234 -1.662 4.010
H -1.362 -3.231 -2.672
H 0.878 -2.429 1.192
H -2.762 -1.104 4.489
H -1.458 3.220 3.455
H -1.300 -1.832 1.167
H -0.349 3.458 -0.105
H 2.492 -5.982 -1.332
H -4.426 -1.491 4.064
H -1.018 0.332 3.248
H -4.729 0.490 2.845
H 1.379 2.406 1.111
H -1.731 -5.447 -1.705
*
```